[1]
C33H27N10OP2PdSe2 | the ωB97M-V functional and the def2-TZVPD basis

Charge   +1
Gap between HOMO and LUMO   6.39 eV

Cartesian coordinates (Å):
Pd  -1.00067  0.56197  -0.39237
Se  -2.52665  1.96090  0.85821
Se  -0.45336  -0.42414  1.78120
P  -2.52128  0.20020  2.13297
P  0.90232  -0.74673  -1.34949
O  0.78546  3.00530  -1.19813
N  -2.11921  -2.30405  -3.55557
N  -1.32607  -2.99254  -2.78160
N  1.27554  1.90060  -1.83617
N  -1.29015  -2.46781  -1.56533
N  -2.10568  -1.47932  -1.46611
N  -3.42857  -0.33983  -3.05323
N  -1.70861  2.65001  -2.44177
N  -1.87962  1.34360  -2.13491
N  -2.54348  2.98677  -3.35905
N  -3.30250  1.93688  -3.69955
C  2.84588  -0.39085  -5.53850
C  3.05633  -1.53097  -4.77047
C  -2.91022  0.47264  3.86073
C  1.60218  0.59667  -3.72178
C  2.13242  0.66717  -5.01051
C  -3.65193  -2.31336  2.13341
C  -2.62155  -1.38012  -2.71289
C  -4.48890  -3.31391  1.67033
C  0.24838  -2.61349  -1.41462
C  -5.35712  -3.05888  0.61382
C  -2.22231  1.04063  6.08889
C  -1.89952  0.78318  4.76582
C  -4.24286  0.43125  4.27292
C  -4.55680  0.70052  5.59416
C  -2.87744  0.95982  -2.92955
C  0.88091  -5.40677  -1.74837
C  3.24401  -1.86835  -0.18930
C  0.89541  -4.76079  -0.43174
C  -3.54710  1.00082  6.49985
C  2.49225  -1.62715  -3.51146
C  2.47680  0.25377  0.65577
C  -3.67844  -1.05364  1.53473
C  -4.54663  -0.79851  0.48125
C  0.52913  -4.76601  -2.86145
C  1.71108  -0.59291  -2.98583
C  0.60572  -3.47319  -0.25569
C  1.08499  1.81238  -3.09182
C  3.56874  0.30147  1.50974
C  -5.38845  -1.80438  0.02400
C  4.32719  -1.81942  0.67155
C  4.48988  -0.73385  1.52236
C  2.30400  -0.83659  -0.19651
C  0.16982  -3.33069  -2.80552
H  1.17445  -6.44695  -1.80213
H  -2.97671  -2.51068  2.95837
H  1.76825  1.07144  0.64099
H  1.16286  -5.36636  0.42406
H  0.53254  -5.24962  -3.82883
H  0.57155  -2.74758  -3.62884
H  -1.44017  1.27676  6.79755
H  5.04770  -2.62650  0.67470
H  -0.01740  3.30482  -1.69132
H  -3.93276  -0.44012  -3.92464
H  -6.07300  -1.60064  -0.78921
H  2.66460  -2.53096  -2.93825
H  -3.79622  1.20585  7.53257
H  -0.86920  0.82720  4.43457
H  -5.02746  0.18612  3.56775
H  3.14241  -2.72092  -0.84665
H  -4.56002  0.18120  0.01964
H  0.61571  -3.01085  0.72190
H  3.65657  -2.34502  -5.15427
H  2.01653  1.58355  -5.57563
H  3.69606  1.15391  2.16310
H  0.61142  2.59522  -3.68006
H  -6.01737  -3.83986  0.25951
H  5.33867  -0.69589  2.19216
H  3.26767  -0.31845  -6.53174
H  -4.47218  -4.29009  2.13656
H  -5.58792  0.67257  5.91939

---

[2]
C4H7N | the ωB97M-V functional and the def2-TZVPD basis

Gap between HOMO and LUMO   10.33 eV
Structure (SMILES)   C[C@H]1CC=N1

Cartesian coordinates (Å):
N  1.34751  0.83663  -0.07436
C  0.08255  0.02951  0.57769
C  -1.23249  0.75054  0.69570
C  1.51892  -0.09875  -0.91309
C  0.27900  -0.90871  -0.59023
H  -1.12725  1.74033  1.15370
H  -1.94529  0.17821  1.29685
H  -1.70086  0.91114  -0.28213
H  0.42923  -1.96218  -0.33345
H  2.29028  -0.35225  -1.65028
H  -0.43329  -0.82131  -1.41493
H  0.49170  -0.30315  1.53454

---

[3]
C5H16N3 | the ωB97M-V functional and the def2-TZVPD basis

Charge   +1
Gap between HOMO and LUMO   10.50 eV

Cartesian coordinates (Å):
N  0.67267  0.14378  -1.49804
N  -1.57346  -0.74519  -1.51225
N  0.22940  -2.31614  -1.69181
C  -0.43294  -0.78782  1.65951
C  -0.52671  -0.25692  3.07282
C  -0.20201  -0.90396  -1.48048
C  0.38247  1.37613  -0.68126
C  1.59654  2.23651  -0.74669
H  -1.15688  -0.84778  3.71118
H  -0.54071  1.91242  -1.09049
H  -1.34751  -1.21689  1.26604
H  -0.65940  -2.86399  -2.01629
H  -1.05421  0.73530  2.95482
H  1.62600  3.05726  0.06202
H  1.58310  2.93127  -1.75192
H  -2.27889  -1.58750  -1.67128
H  1.72832  0.05230  -1.87028
H  2.55161  1.80552  -0.71073
H  0.36425  -1.53361  1.45029
H  0.11418  1.09049  0.38427
H  0.74765  -2.70279  -0.88473
H  -1.94071  0.20775  -1.67670
H  -0.26938  0.16696  1.06426
H  0.38661  0.04691  3.65772

---

[4]
C2H4FNO3 | the ωB97M-V functional and the def2-TZVPD basis

Gap between HOMO and LUMO   10.01 eV

Cartesian coordinates (Å):
F  0.57598  -1.58235  0.93666
O  1.52322  1.02143  1.06777
O  0.34588  -1.13074  -1.32130
O  1.68221  0.89456  -1.04781
N  1.22182  0.52133  0.01853
C  -1.39771  0.22352  0.43404
C  0.32439  -0.66236  -0.05224
H  -1.01933  0.91933  1.09175
H  -1.84736  -0.42497  1.19155
H  -2.05432  0.52890  -0.41856
H  0.64523  -0.30865  -1.90037

---

[5]
C23H44ErNP3S | the ωB97M-V functional and the def2-TZVPD basis

Charge   +3
Gap between HOMO and LUMO (spin up / spin down)   5.84 / 5.39 eV
2S+1   4

Cartesian coordinates (Å):
Er  -0.02571  0.52551  0.12475
S  -0.02923  -0.08394  -2.19361
P  2.12020  2.01906  -0.85901
P  -1.99508  -1.47849  1.11435
P  -1.92542  2.41194  0.07708
N  1.57155  0.26667  1.91584
C  -0.09896  0.19149  5.21817
C  2.85524  3.23031  0.29215
C  -3.65117  -1.55881  0.29584
C  0.06737  -0.07104  -4.91370
C  1.81682  -2.25272  -5.04459
C  -1.72004  -3.28354  1.46544
C  1.23033  -1.56057  3.46790
C  1.40155  -1.76763  -3.79273
C  1.05348  -0.22530  3.16573
C  -3.17885  2.56504  -1.21473
C  0.52716  -0.53152  -6.14220
C  1.41750  -1.61119  -6.21754
C  3.60461  1.07404  -1.36705
C  0.07875  -1.14611  5.57802
C  0.73380  -2.03009  4.69058
C  0.51684  -0.65194  -3.71782
C  1.82111  3.01573  -2.35067
C  -2.53881  -1.08936  2.85289
C  -1.10981  4.03727  0.10231
C  0.39769  0.67329  4.00333
C  0.89184  -4.22153  -1.15483
C  1.65743  -3.80519  -0.13028
C  -2.90453  2.44956  1.62286
H  1.24161  -3.76467  0.89490
H  -3.68782  1.67271  1.59796
H  -1.92181  4.77520  0.12920
H  2.50378  -3.09735  -5.12309
H  -2.69290  2.59694  -2.20234
H  -4.34257  -2.16581  0.91121
H  1.40050  -4.66523  -2.04188
H  3.63007  2.73073  0.89075
H  -2.67167  -3.81407  1.71167
H  -4.02673  -0.53745  0.12095
H  4.25644  0.92906  -0.49190
H  2.09087  3.65029  0.96242
H  -1.23190  -3.76105  0.59536
H  0.92987  -3.08174  4.99001
H  3.30821  0.09737  -1.77678
H  -0.56732  0.89003  5.91938
H  0.20767  -0.01034  -7.04354
H  0.99712  3.72300  -2.19501
H  2.25668  -0.34479  1.45804
H  -3.45794  -1.63288  3.14932
H  1.71136  -2.25034  -2.87830
H  1.80151  -1.93954  -7.18011
H  -0.64735  0.74774  -4.86571
H  1.58446  2.35985  -3.19810
H  -2.70516  -0.01082  2.97500
H  -0.24115  -1.50463  6.54780
H  -3.70979  3.50385  -1.00286
H  -3.51613  -2.03175  -0.68948
H  -0.47213  4.13630  0.99169
H  -1.01627  -3.37770  2.31240
H  -3.85768  1.69927  -1.18977
H  1.78268  -2.21884  2.78664
H  0.29071  1.72660  3.71906
H  2.02045  1.19125  1.99698
H  -0.15139  -4.62559  -0.96838
H  -3.34664  3.45712  1.69037
H  2.68156  -3.39305  -0.32367
H  -0.73498  -1.07599  -0.32147
H  -1.73891  -1.35441  3.55559
H  4.14139  1.63796  -2.14167
H  -2.25110  2.26091  2.48794
H  3.29369  4.03143  -0.32073
H  2.75104  3.56341  -2.54343
H  -0.47797  4.18605  -0.78488

---

Looking at max |F| for the records above, in order, we have 0.0139; 0.0546; 0.1085; 0.0977; 0.0674 hartree/bohr.
Looking at energy above the lowest of the compared OMol25 structures with the same formula, charge and spin for the records above, in order, we have 0.0000; 1.6795; 3.0531; 2.2593; 1.1856 eV.